No. 1
C36H96N2O26P6 | ωB97M-V with the def2-TZVPD basis set

Results
* SMILES: COP(=O)(OC)OC.COP(=O)(OC)OC.COP(=O)(OC)OC.COP(=O)(OC)OC.COP(=O)(OC)OC.COP(=O)(OC)OC.CNC(C)=O.CNC(C)=O.CCCCCC.CCCCCC
* HOMO level: -9.4 eV
* LUMO energy: -0.04 eV

```
166
Properties=species:S:1:pos:R:3:mulliken_charge:R:1
C -0.94 2.54 -5.38 -0.80
C -2.16 3.35 -4.85 -0.21
C -3.30 2.49 -4.37 -0.17
C -4.48 3.26 -3.84 -0.78
C -5.68 2.35 -3.54 -0.14
C -6.82 3.17 -2.91 -1.17
H -0.43 1.96 -4.61 -0.21
H -0.06 3.10 -5.69 0.25
H -1.27 1.93 -6.22 0.44
H -1.78 3.89 -3.99 0.04
H -2.48 4.15 -5.53 0.45
H -2.91 1.74 -3.68 -0.10
H -3.62 1.91 -5.24 0.35
H -4.06 3.80 -2.99 0.30
H -4.80 4.04 -4.53 0.37
H -6.07 1.85 -4.42 0.38
H -5.34 1.65 -2.78 0.09
H -7.77 2.64 -2.93 0.37
H -6.65 3.37 -1.85 0.18
H -6.91 4.12 -3.42 0.34
C -7.01 4.26 3.53 -1.47
C -5.95 3.60 2.67 -0.23
C -6.17 2.09 2.46 -1.10
C -4.84 1.42 2.11 0.08
C -4.86 -0.16 2.24 -0.73
C -3.43 -0.58 2.10 -0.13
H -6.66 5.29 3.64 0.37
H -7.30 3.74 4.44 0.34
H -8.01 4.29 3.09 0.37
H -5.99 4.03 1.67 0.46
H -4.97 3.89 3.06 0.19
H -7.00 1.92 1.77 0.51
H -6.58 1.68 3.38 0.44
H -4.65 1.71 1.07 0.44
H -3.98 1.81 2.66 -0.25
H -5.24 -0.41 3.23 0.36
H -5.52 -0.62 1.50 0.31
H -2.75 -0.23 2.88 0.13
H -3.27 -1.66 2.00 0.30
H -3.01 -0.23 1.16 -0.33
C 4.05 2.83 3.85 -0.81
C 4.29 1.53 4.51 0.69
O 4.20 1.36 5.71 -0.73
N 4.51 0.54 3.68 0.31
C 4.56 -0.88 4.03 -0.93
H 3.44 2.63 2.97 0.17
H 4.96 3.38 3.61 0.20
H 3.46 3.44 4.53 0.34
H 4.56 0.80 2.71 -0.08
H 3.62 -1.09 4.53 0.35
H 5.29 -1.21 4.77 0.33
H 4.60 -1.53 3.15 0.15
C -0.97 0.99 -0.92 -0.26
C 0.27 0.27 -0.32 0.19
O 0.06 -0.72 0.37 -0.67
N 1.48 0.63 -0.75 0.72
C 2.65 -0.02 -0.23 -0.21
H -1.81 0.29 -0.90 -0.11
H -0.69 1.29 -1.93 -0.16
H -1.28 1.86 -0.34 0.59
H 1.54 1.25 -1.54 0.06
H 3.06 0.52 0.63 0.33
H 3.47 -0.07 -0.94 0.22
H 2.40 -1.03 0.11 -0.54
C -0.27 1.40 7.63 -0.74
O -1.50 1.44 6.99 -0.32
P -1.84 2.59 5.93 0.87
O -1.15 3.89 6.06 -0.72
O -1.59 1.80 4.53 0.03
C -1.00 2.49 3.44 -0.59
O -3.48 2.69 6.04 -0.39
C -4.19 1.51 5.79 -0.40
H 0.41 2.14 7.21 0.35
H 0.27 0.47 7.45 0.28
H -0.37 1.56 8.70 0.25
H -1.52 3.44 3.30 0.38
H -1.16 1.98 2.49 0.00
H 0.06 2.70 3.54 0.34
H -3.72 0.65 5.32 0.25
H -5.07 1.85 5.24 -0.03
H -4.52 1.14 6.76 0.42
C 2.08 -3.74 1.09 -0.23
O 3.16 -4.00 0.16 0.08
P 3.12 -5.24 -0.87 0.84
O 1.82 -5.94 -0.99 -0.65
O 4.23 -6.25 -0.32 -0.34
C 4.76 -7.17 -1.22 -0.77
O 3.71 -4.63 -2.29 -0.30
C 4.93 -3.92 -2.23 -0.77
H 1.67 -2.74 0.95 -0.18
H 2.47 -3.67 2.10 0.27
H 1.25 -4.45 1.06 0.27
H 5.83 -6.95 -1.20 0.28
H 4.44 -6.98 -2.24 0.34
H 4.65 -8.20 -0.89 0.27
H 5.65 -4.39 -2.91 0.38
H 5.38 -3.85 -1.25 0.26
H 4.82 -2.88 -2.57 0.25
C 6.56 0.57 -1.94 -0.03
O 7.27 1.28 -0.98 -0.42
P 6.95 1.05 0.58 0.54
O 5.54 1.36 0.99 0.02
O 8.06 2.01 1.38 -0.40
C 8.48 1.77 2.70 -0.62
O 7.50 -0.47 0.88 -0.37
C 6.67 -1.62 0.80 -0.42
H 6.43 -0.49 -1.70 0.04
H 7.01 0.61 -2.93 0.33
H 5.62 1.11 -2.10 -0.11
H 8.02 0.89 3.14 0.30
H 8.22 2.73 3.15 0.28
H 9.56 1.65 2.70 0.23
H 6.77 -2.25 1.68 0.42
H 6.93 -2.12 -0.14 0.32
H 5.63 -1.30 0.73 -0.03
C 1.91 5.24 -5.15 -0.45
O 2.72 4.84 -4.04 -0.38
P 2.03 4.32 -2.66 0.49
O 1.44 2.95 -2.75 -0.11
O 3.17 4.61 -1.54 -0.42
C 4.24 3.68 -1.42 -0.45
O 0.80 5.42 -2.42 -0.35
C 0.17 5.50 -1.18 -0.69
H 1.92 6.33 -5.25 0.29
H 0.86 5.01 -4.99 0.06
H 2.27 4.79 -6.07 0.30
H 4.01 2.72 -1.88 0.03
H 4.43 3.61 -0.35 0.25
H 5.13 4.12 -1.87 0.34
H -0.83 5.07 -1.07 0.22
H 0.10 6.55 -0.89 0.29
H 0.78 5.01 -0.42 0.32
C -2.09 -7.43 -0.33 -0.87
O -2.15 -6.07 0.04 0.02
P -3.50 -5.53 0.73 0.37
O -4.84 -5.97 0.28 -0.70
O -3.24 -5.85 2.28 -0.29
C -3.54 -7.11 2.83 -0.74
O -3.27 -3.89 0.81 0.02
C -3.37 -3.06 -0.37 -0.36
H -3.03 -7.94 -0.14 0.41
H -1.30 -7.89 0.27 0.32
H -1.92 -7.62 -1.39 0.24
H -2.66 -7.67 3.12 0.29
H -3.94 -7.82 2.10 0.32
H -4.25 -6.96 3.65 0.28
H -4.19 -2.36 -0.24 0.37
H -3.56 -3.66 -1.26 0.49
H -2.51 -2.39 -0.49 -0.14
C 0.50 -0.96 -4.09 -0.13
O -0.52 -1.66 -4.80 -0.46
P -1.79 -2.37 -4.03 1.24
O -2.62 -1.48 -3.17 -0.56
O -2.55 -3.14 -5.26 -0.41
C -1.88 -4.04 -6.13 -0.67
O -1.02 -3.65 -3.27 -0.48
C -0.32 -3.44 -2.10 0.10
H 0.91 -0.08 -4.59 0.35
H 1.28 -1.69 -3.84 0.33
H 0.07 -0.61 -3.16 -0.25
H -0.81 -3.83 -6.12 0.28
H -2.18 -3.88 -7.17 0.25
H -2.09 -5.08 -5.88 0.25
H -0.25 -2.40 -1.79 -0.20
H 0.71 -3.76 -2.18 0.22
H -0.74 -4.11 -1.34 0.08
```

No. 2
C4H4N2O2 | ωB97M-V with the def2-TZVPD basis set

Results
* energy relative to the best compared isomer or geometry (same formula, charge and spin): 7.614 eV
* HOMO level (alpha / beta): -9.2 / -9.2 eV
* LUMO energy (alpha / beta): -0.56 / -0.56 eV

```
12
Properties=species:S:1:pos:R:3:mulliken_charge:R:1
C -0.05 1.35 -0.04 -0.50
C 1.12 0.70 0.07 -0.28
C -1.30 0.72 0.07 0.06
C 0.24 -1.45 0.00 -0.20
N 1.28 -0.71 0.03 0.52
N -1.42 -0.58 0.16 0.31
O 2.47 -1.11 0.03 -0.69
O -2.25 -1.47 0.05 -0.61
H -0.13 2.38 -0.11 0.40
H 2.16 1.23 0.00 0.32
H -2.26 1.43 0.01 0.28
H 0.13 -2.50 -0.28 0.39
```

No. 3
C8H24FInO8 | ωB97M-V with the def2-TZVPD basis set

Results
* charge: +2
* energy relative to the best compared isomer or geometry (same formula, charge and spin): 0.000 eV
* HOMO level: -15.5 eV
* LUMO energy: -12.96 eV

```
42
Properties=species:S:1:pos:R:3:mulliken_charge:R:1
In 17.55 6.57 2.59 0.89
F 15.83 7.64 4.61 -0.96
C 15.48 10.84 5.23 -0.13
C 15.13 10.98 3.64 -0.24
O 16.19 11.56 3.02 -0.36
O 16.44 9.95 5.47 -0.37
H 14.53 10.41 5.66 0.28
H 15.68 11.79 5.73 0.38
H 14.20 11.54 3.53 0.39
H 14.98 9.95 3.30 0.22
H 16.84 10.90 2.77 0.37
H 16.15 9.03 5.13 0.46
C 15.04 4.04 2.30 -0.32
C 15.24 4.19 0.83 -0.43
O 16.48 4.89 0.61 -0.49
O 15.18 5.33 2.89 -0.28
H 15.58 3.24 2.81 0.32
H 13.99 3.71 2.36 0.33
H 14.49 4.91 0.48 0.16
H 15.08 3.32 0.19 0.45
H 16.86 4.64 -0.24 0.28
H 14.42 5.50 3.47 0.22
C 11.80 7.07 3.29 -0.54
C 12.62 7.54 4.51 -0.05
O 13.51 6.57 4.99 -0.49
O 12.64 6.86 2.18 -0.43
H 11.13 7.91 3.06 0.34
H 11.20 6.20 3.56 0.39
H 11.91 7.77 5.32 0.41
H 13.13 8.47 4.27 -0.13
H 14.43 6.92 4.91 0.52
H 12.24 6.16 1.66 0.31
C 15.60 5.27 8.89 -0.49
C 15.81 5.66 7.43 -0.02
O 15.23 6.92 7.21 -0.35
O 16.89 4.86 9.32 -0.51
H 14.93 4.41 8.93 0.29
H 15.25 6.10 9.52 0.34
H 15.33 4.97 6.72 0.24
H 16.88 5.67 7.19 0.34
H 15.69 7.35 6.45 0.33
H 16.86 4.68 10.27 0.33
```